A molecular structure, C43H69N3O4S3SbSeTi. Source: the Open Molecules 2025 dataset; level of theory: ωB97M-V/def2-TZVPD.

XYZ file:
```
125
Properties=species:S:1:pos:R:3
Sb 0.473 -4.052 0.667
Se 2.283 -0.920 2.148
Ti 0.573 -0.465 0.105
S 1.676 -5.920 0.077
S -1.730 -4.279 -0.059
S 1.635 -2.067 -1.114
O 1.239 1.392 0.524
O -2.496 2.212 1.012
O -0.900 -0.176 -1.403
O -0.667 -0.712 1.607
N -2.161 1.202 -2.668
N -2.418 -1.117 -2.868
N 2.022 0.826 -2.829
C 5.252 3.072 4.209
C 3.764 1.328 3.144
C 5.830 2.548 -2.478
C 4.955 2.980 -3.464
C 1.584 5.427 1.230
C -3.942 -0.706 4.168
C 1.310 -2.588 7.405
C 4.199 2.650 3.188
C 2.160 4.270 0.399
C -0.471 -0.979 2.879
C 2.649 3.158 1.340
C 4.734 2.786 5.626
C 2.798 0.930 2.247
C 5.410 1.545 -1.607
C -1.776 -0.026 -2.252
C 1.030 -0.116 7.645
C -1.928 3.862 2.731
C 3.694 2.416 -3.592
C -1.522 -1.285 3.774
C 3.629 3.517 2.270
C -1.216 -1.412 5.130
C 0.059 -1.292 5.666
C -1.791 2.436 2.225
C 1.097 -1.096 4.761
C 1.070 3.842 -0.581
C 3.347 4.775 -0.436
C -3.639 -1.489 -2.142
C -3.202 1.416 -3.645
C 2.191 1.821 1.324
C 0.361 -1.408 7.157
C -3.900 2.266 1.147
C 3.281 1.388 -2.738
C 4.157 0.974 -1.724
C -3.257 -3.062 3.662
C -2.973 -1.582 3.360
C -0.901 -1.632 7.989
C 5.584 4.561 4.118
C -4.530 1.648 -0.083
C 0.838 -0.957 3.417
C -1.551 2.388 -2.097
C -3.286 -1.369 1.878
C 6.546 2.280 3.980
C -1.506 -2.268 -2.994
H -0.686 2.105 -1.513
H -1.302 3.997 3.617
H -3.075 -0.349 1.564
H -4.318 -0.632 -2.087
H 2.324 5.862 1.905
H -2.957 4.106 3.007
H -0.566 -1.940 -3.440
H 2.249 -2.464 6.862
H -4.135 -2.287 -2.698
H -1.400 -2.565 7.716
H -3.868 -0.874 5.245
H 4.512 1.726 5.760
H 6.068 1.206 -0.814
H 3.772 3.958 -1.021
H -4.354 -1.579 1.725
H -1.986 -2.993 -3.656
H -1.595 4.569 1.966
H -4.971 -0.928 3.866
H -4.295 2.232 -0.976
H -2.243 2.920 -1.440
H -2.133 1.716 2.982
H 3.814 3.343 5.816
H -3.415 -1.864 -1.136
H 1.387 3.009 -1.207
H 1.542 0.958 -3.705
H -4.210 1.716 2.047
H -2.603 -3.699 3.060
H 7.303 2.556 4.721
H -1.613 -0.812 7.861
H 6.371 1.206 4.056
H 1.542 -2.678 8.472
H -3.754 0.355 3.981
H -5.616 1.607 0.027
H 3.015 2.770 -4.362
H -1.290 -2.749 -2.037
H -2.859 2.145 -4.385
H 6.333 4.815 4.874
H 5.480 3.075 6.374
H 0.743 5.075 1.835
H 0.832 4.700 -1.221
H 4.700 5.178 4.297
H -1.233 3.053 -2.907
H 4.177 0.584 3.819
H 1.277 -0.187 8.710
H 5.251 3.775 -4.141
H 5.991 4.820 3.138
H 1.945 -0.131 -2.467
H 3.013 5.557 -1.128
H -4.109 1.812 -3.173
H 0.362 0.738 7.498
H -2.035 -1.646 5.797
H -3.104 -3.296 4.720
H 1.950 0.086 7.094
H -2.710 -2.046 1.246
H 4.140 5.194 0.187
H 0.855 -3.521 7.066
H 1.222 6.221 0.568
H -3.430 0.474 -4.137
H -4.292 -3.304 3.400
H 0.163 3.534 -0.059
H 6.813 2.990 -2.378
H -0.636 -1.689 9.049
H 3.827 0.194 -1.043
H 3.964 4.545 2.257
H -4.241 3.306 1.265
H 6.944 2.482 2.983
H 2.129 -1.060 5.096
H -4.154 0.634 -0.224
H -0.745 2.205 2.018
```

Computed properties:
ΔE to the lowest compared entry with this formula, charge and spin   1.571 eV
Gap between HOMO and LUMO (spin up / spin down)   4.508 / 4.504 eV
Lowest unoccupied orbital energy (spin up / spin down)   3.718 / 3.718 eV
Total charge   -2
Multiplicity   2